45
Properties=species:S:1:pos:R:3:mulliken_spin:R:1 method="wB97M-V/def2-TZVPD" total_charge=+1 spin_multiplicity=5 s2=6.01 e_tot_ev=-43611.255 orbital_gap_ha="0.287 / 0.288"
H 0.801 -2.293 1.883 0.000
H 1.542 -4.349 -0.166 0.000
C -2.365 0.711 -0.278 -0.020
H -2.611 -0.853 3.657 0.000
C 0.113 -2.756 -0.433 0.003
O 0.405 1.788 1.371 -0.004
C -0.208 3.767 0.017 0.003
H 2.717 0.028 -0.876 0.000
O 0.163 2.914 -1.099 -0.003
C 0.401 3.239 1.319 -0.001
N -0.107 -1.666 0.333 -0.015
H -1.306 3.782 0.085 -0.001
C 0.424 3.477 -2.407 0.000
C 0.202 -3.633 -2.830 0.000
H 0.181 4.779 -0.149 0.000
H -2.161 -0.313 -0.743 -0.002
H 0.424 0.575 3.043 0.000
H 1.215 -4.074 -2.801 0.000
O -3.331 -0.464 -3.327 0.000
C 0.506 -4.081 0.125 0.000
H -0.160 3.575 2.199 0.000
H 1.981 0.651 2.130 0.000
O -0.078 -1.886 1.768 -0.001
H 0.418 -4.119 1.224 0.000
H -3.446 0.679 -0.424 0.000
H 1.474 3.257 -2.669 0.000
H 0.267 4.569 -2.393 0.000
Pm -0.261 0.560 -0.377 4.043
H -1.334 -1.607 3.143 0.000
N -0.171 -1.240 -2.176 0.000
C 0.009 -2.542 -1.833 -0.012
C 1.113 1.228 2.491 0.001
H -0.240 2.994 -3.140 0.000
O 2.115 0.741 -1.143 0.002
H -0.165 -4.835 -0.322 0.000
O -2.163 -1.718 3.657 0.000
H -2.405 -0.784 -3.442 0.000
H 1.445 2.078 3.097 0.000
H 2.295 0.941 -2.069 0.000
O 0.052 -0.828 -3.396 0.010
H 1.445 3.571 1.400 0.000
H -3.521 0.255 -3.934 0.000
H -2.139 1.155 -1.297 -0.002
H -0.552 -4.419 -2.666 0.000
H 0.052 -3.184 -3.812 0.000